1.
Computed, not measured: a cluster of 2 separate species, C2H8NS in total, with the ωB97M-V functional and the def2-TZVPD basis.

The net charge is -1. The frontier orbital gap is 6.026 eV.

```
12
C2H8NS (the ωB97M-V functional and the def2-TZVPD basis)
S 1.491 -0.487 -3.815
H 2.006 -1.784 -3.610
C 0.068 0.390 -0.433
N -0.786 -0.316 0.562
C -0.779 0.285 1.877
H 0.880 0.914 0.077
H 0.380 -0.272 -1.225
H -0.553 1.188 -0.850
H -0.425 -1.259 0.591
H 0.068 -0.090 2.477
H -1.684 0.065 2.455
H -0.665 1.366 1.894
```



2.
Computed, not measured: a cluster of 2 separate species, C2H8NS in total, with the ωB97M-V functional and the def2-TZVPD basis.

The net charge is -1. The frontier orbital gap is 6.724 eV.

```
12
C2H8NS (the ωB97M-V functional and the def2-TZVPD basis)
S 2.995 0.764 0.061
H 2.215 1.399 -0.780
C 0.076 -1.065 0.398
C -0.729 0.267 0.461
N -1.383 0.822 -0.908
H -0.274 -1.733 -0.441
H -0.174 -1.570 1.351
H 1.223 -1.302 0.415
H 0.026 1.030 0.925
H -1.620 0.196 1.167
H -1.790 -0.048 -1.324
H -0.564 1.240 -1.325
```



3.
Computed, not measured: a cluster of 2 separate species, C2H8NS in total, with the ωB97M-V functional and the def2-TZVPD basis.

The net charge is +1. The frontier orbital gap (alpha / beta) is 8.080 / 7.772 eV.

```
12
C2H8NS (the ωB97M-V functional and the def2-TZVPD basis)
C 0.890 1.104 -0.256
C -0.044 -0.069 -0.519
N 0.118 -1.449 0.178
S -2.316 0.481 0.615
H 0.603 1.443 0.762
H 0.745 1.806 -0.968
H 1.816 0.689 -0.476
H -0.533 -0.030 -1.488
H -0.215 -2.263 -0.440
H -0.386 -1.569 1.111
H 1.080 -1.702 0.349
H -1.758 1.558 1.134
```



4.
Computed, not measured: a cluster of 2 separate species, C2H8O2 in total, with the ωB97M-V functional and the def2-TZVPD basis.

The frontier orbital gap is 11.286 eV. As for the SMILES: CO.CO.

```
12
C2H8O2 (the ωB97M-V functional and the def2-TZVPD basis)
C -0.898 -1.813 0.793
O 0.382 -2.198 1.289
H -0.678 -1.218 -0.096
H -1.508 -2.709 0.672
H -1.357 -1.107 1.496
H 0.326 -2.327 2.241
C 0.228 2.233 -0.431
O 0.452 1.720 -1.759
H 1.251 2.289 -0.063
H -0.351 1.516 0.128
H -0.211 3.230 -0.384
H -0.364 1.813 -2.260
```



5.
Computed, not measured: an isolated molecule of C2H8O2P2S, with the ωB97M-V functional and the def2-TZVPD basis.

Its spin multiplicity is 3. The expectation value of S² is 2.008. The frontier orbital gap (alpha / beta) is 5.306 / 6.375 eV.

```
15
C2H8O2P2S (the ωB97M-V functional and the def2-TZVPD basis)
C -1.434 -1.591 0.029
C -0.889 -0.290 0.321
O 1.869 -1.288 -0.060
O -0.854 2.339 -0.158
P 1.794 1.487 0.266
P 0.968 -0.100 -0.810
S -1.874 1.144 -0.320
H -1.920 -1.407 -1.025
H -2.191 -1.908 0.608
H -0.700 -2.423 0.151
H -0.527 -0.109 1.363
H 1.600 -2.069 -0.620
H -0.623 2.808 0.740
H 1.687 2.323 -0.699
H 3.094 1.084 0.214
```



6.
Computed, not measured: a structure of composition C2H8O2Si2, with the ωB97M-V functional and the def2-TZVPD basis.

The frontier orbital gap is 10.188 eV.

```
14
C2H8O2Si2 (the ωB97M-V functional and the def2-TZVPD basis)
C 1.766 0.976 0.934
C 1.306 0.726 -0.341
O -0.445 -1.061 0.360
O -1.884 0.669 -1.371
Si 0.767 -0.993 -0.828
Si -2.191 0.528 0.122
H 1.911 1.875 1.595
H 1.898 0.095 1.518
H 0.927 1.542 -1.039
H -0.837 -1.940 0.334
H 0.444 -1.039 -2.264
H 1.417 -2.341 -0.825
H -1.945 1.324 1.289
H -3.134 -0.360 0.517
```



7.
Computed, not measured: a structure of composition C2H8O2Sn, with the ωB97M-V functional and the def2-TZVPD basis.

The net charge is +2. The frontier orbital gap is 9.254 eV.

```
13
C2H8O2Sn (the ωB97M-V functional and the def2-TZVPD basis)
Sn 0.763 -0.777 1.380
C -0.711 0.135 -2.196
C 0.032 0.401 -0.962
O -0.419 -0.377 0.140
H -0.729 -0.918 -2.476
H -0.208 0.762 -2.933
H -1.690 0.615 -2.164
H 0.041 1.447 -0.654
H 1.059 0.048 -1.058
H -1.277 -0.695 -0.151
O 0.952 -0.325 3.329
H 0.962 -0.859 4.124
H 1.226 0.544 3.621
```



8.
Computed, not measured: an isolated molecule of C2H8O5Si, with the ωB97M-V functional and the def2-TZVPD basis.

The frontier orbital gap is 10.471 eV. As for the SMILES: OC(O)(O)C(O)(O)[SiH3].

```
16
C2H8O5Si (the ωB97M-V functional and the def2-TZVPD basis)
O -2.120 0.644 0.083
C -1.056 -0.314 0.152
O -1.167 -1.094 1.279
O -1.154 -1.123 -1.007
C 0.240 0.460 -0.004
O 0.121 1.116 -1.241
O 0.359 1.317 1.151
Si 2.069 -0.238 0.058
H -2.952 0.203 -0.430
H -0.464 -1.805 1.287
H -0.342 -1.414 -1.365
H -0.789 1.487 -1.308
H 0.030 2.221 0.985
H 1.634 -1.508 0.724
H 2.640 -0.531 -1.311
H 2.953 0.579 0.946
```



9.
Computed, not measured: an isolated molecule of C2H8OP2, with the ωB97M-V functional and the def2-TZVPD basis.

The frontier orbital gap is 10.114 eV. As for the SMILES: C[C@@H](P)PO.

```
13
C2H8OP2 (the ωB97M-V functional and the def2-TZVPD basis)
C 1.094 -0.959 -0.278
C -0.378 -0.373 -0.093
P -1.215 -1.239 1.209
P -0.508 1.437 0.014
O 0.447 1.703 -1.322
H 1.288 -0.434 -1.261
H 1.177 -1.981 -0.557
H 1.876 -0.656 0.347
H -0.937 -0.437 -1.084
H -2.466 -0.418 1.500
H -0.698 -0.379 2.128
H 0.448 1.441 1.200
H -0.128 2.295 -1.803
```